# 1
{
  "formula": "C4H9BF8N2NiO5S2",
  "method": "ωB97M-V/def2-TZVPD",
  "orbital_gap_ev": [9.06, 9.50],
  "homo_ev": [-9.16, -9.89],
  "e_tot_ha": -3772.07923,
  "de_lowest_kj_mol": 91.6,
  "lumo_energy_ev": [-0.099, -0.392],
  "charge": 0,
  "elements": ["Ni", "F", "B", "F", "F", "C", "F", "F", "S", "O", "O", "N", "S", "O", "O", "C", "F", "F", "F", "N", "H", "H", "H", "C", "C", "O", "H", "H", "H", "H", "H", "H"],
  "coordinates": [[-1.357, 0.083, -0.844], [-3.117, -2.144, -0.343], [-2.749, -1.204, -1.206], [-3.455, -1.172, -2.346], [3.660, 1.573, -2.060], [3.587, 0.646, -1.108], [3.962, 1.183, 0.052], [4.387, -0.358, -1.410], [1.844, 0.058, -1.035], [1.072, 1.250, -0.626], [1.564, -0.497, -2.302], [1.978, -0.915, 0.182], [0.789, -1.722, 0.784], [-0.538, -1.173, 0.461], [1.030, -1.989, 2.160], [0.733, -3.386, -0.023], [1.895, -4.000, 0.158], [-0.237, -4.098, 0.544], [0.489, -3.276, -1.315], [-2.168, 1.229, -2.181], [-3.042, 1.653, -1.889], [-2.343, 0.718, -3.041], [-1.495, 1.956, -2.373], [-0.376, 1.489, 2.965], [-0.634, 2.182, 1.648], [-1.704, 1.568, 0.913], [0.440, 1.982, 3.495], [-0.099, 0.446, 2.815], [-1.261, 1.535, 3.605], [0.249, 2.135, 0.999], [-0.892, 3.232, 1.802], [-2.211, 1.019, 1.520]]
}



# 2
{
  "formula": "C6H8Li2O6",
  "method": "ωB97M-V/def2-TZVPD",
  "orbital_gap_ev": 5.21,
  "homo_ev": -6.07,
  "e_tot_ha": -699.95995,
  "de_lowest_kj_mol": 90.2,
  "lumo_energy_ev": -0.858,
  "charge": 0,
  "elements": ["Li", "O", "O", "C", "C", "O", "C", "H", "H", "H", "H", "Li", "O", "O", "C", "C", "O", "C", "H", "H", "H", "H"],
  "coordinates": [[0.484, -0.773, -1.202], [0.011, 0.748, 0.204], [-1.667, -0.305, 1.196], [-2.760, -1.092, 0.799], [-2.481, -1.381, -0.695], [-1.405, -0.524, -1.002], [-1.384, 0.548, 0.071], [-2.794, -1.998, 1.417], [-3.708, -0.540, 0.920], [-3.358, -1.153, -1.322], [-2.180, -2.422, -0.874], [2.317, -1.838, 1.834], [2.078, -1.683, -0.284], [2.347, 0.452, -0.839], [2.092, 1.730, -0.251], [0.595, 1.972, -0.183], [3.438, -0.464, 0.919], [2.702, -0.604, -0.071], [2.493, 1.738, 0.771], [2.603, 2.515, -0.820], [0.386, 2.758, 0.560], [0.193, 2.315, -1.147]]
}



# 3
{
  "formula": "C20H20I2N4O2SYb",
  "method": "ωB97M-V/def2-TZVPD",
  "orbital_gap_ev": [6.47, 6.47],
  "homo_ev": [-10.72, -10.72],
  "e_tot_ha": -3295.90199,
  "lumo_energy_ev": [-4.245, -4.246],
  "spin_multiplicity": 2,
  "charge": 1,
  "elements": ["Yb", "O", "C", "C", "C", "C", "C", "C", "C", "N", "C", "C", "N", "C", "C", "C", "C", "C", "C", "C", "O", "H", "H", "H", "H", "H", "H", "H", "H", "H", "H", "H", "H", "H", "H", "C", "N", "C", "C", "N", "C", "S", "H", "H", "H", "H", "H", "H", "I", "I"],
  "coordinates": [[-0.447, 0.050, -0.003], [-0.683, 0.135, 2.050], [-0.661, -0.754, 3.007], [-1.187, -0.425, 4.268], [-1.200, -1.353, 5.284], [-0.683, -2.638, 5.085], [-0.146, -2.959, 3.847], [-0.119, -2.051, 2.805], [0.534, -2.527, 1.565], [0.713, -1.878, 0.490], [1.456, -2.491, -0.619], [0.783, -2.170, -1.954], [0.416, -0.747, -2.004], [0.624, -0.061, -3.064], [0.321, 1.360, -3.281], [0.740, 1.880, -4.507], [0.569, 3.209, -4.829], [-0.042, 4.037, -3.885], [-0.470, 3.546, -2.664], [-0.302, 2.203, -2.339], [-0.712, 1.738, -1.158], [-1.580, 0.574, 4.407], [-1.612, -1.085, 6.248], [-0.689, -3.363, 5.885], [0.270, -3.944, 3.678], [0.911, -3.554, 1.615], [1.539, -3.577, -0.501], [2.468, -2.070, -0.617], [-0.135, -2.766, -2.051], [1.453, -2.447, -2.775], [1.102, -0.563, -3.914], [1.213, 1.207, -5.216], [0.897, 3.596, -5.782], [-0.186, 5.086, -4.111], [-0.937, 4.194, -1.930], [-4.872, -0.804, 2.537], [-4.364, 0.394, 1.858], [-4.646, 1.710, 2.224], [-3.968, 2.506, 1.380], [-3.280, 1.668, 0.519], [-3.527, 0.381, 0.811], [-2.922, -1.021, 0.001], [-5.049, -0.554, 3.577], [-4.120, -1.581, 2.472], [-5.794, -1.141, 2.072], [-5.301, 1.944, 3.044], [-3.907, 3.578, 1.315], [-2.691, 1.952, -0.265], [1.874, 1.783, 1.171], [3.511, 2.066, -0.901]]
}



# 4
{
  "formula": "C21H31AuBN5O9P2",
  "method": "ωB97M-V/def2-TZVPD",
  "orbital_gap_ev": [7.77, 5.03],
  "homo_ev": [-7.84, -8.53],
  "e_tot_ha": -2613.19607,
  "de_lowest_kj_mol": 96.8,
  "lumo_energy_ev": [-0.076, -3.491],
  "spin_multiplicity": 3,
  "charge": 0,
  "elements": ["Au", "O", "C", "O", "C", "C", "C", "N", "C", "C", "C", "O", "O", "H", "H", "H", "C", "N", "C", "P", "O", "O", "P", "O", "N", "C", "C", "N", "C", "C", "N", "C", "C", "H", "H", "H", "H", "H", "H", "H", "H", "H", "H", "H", "H", "H", "H", "H", "H", "H", "H", "H", "H", "H", "H", "H", "H", "O", "B", "O", "C", "C", "C", "C", "C", "C", "H", "H", "H", "H"],
  "coordinates": [[-0.922, 0.071, -0.264], [-7.468, -2.060, -1.942], [-6.863, -1.444, -2.801], [-6.976, -0.973, -3.909], [-5.428, -0.950, -2.122], [-5.405, -0.644, -0.775], [-4.189, -0.229, -0.265], [-3.099, -0.147, -1.027], [-3.145, -0.451, -2.319], [-4.326, -0.862, -2.931], [-1.849, -0.314, -3.140], [-1.927, -0.579, -4.328], [-0.828, 0.062, -2.478], [-6.280, -0.735, -0.151], [-4.080, 0.036, 0.779], [-4.328, -1.074, -3.989], [1.452, -2.209, -2.341], [2.249, -2.153, -1.111], [3.311, -3.149, -1.091], [2.588, -0.663, -0.498], [1.445, 0.263, -0.627], [3.100, -1.009, 0.990], [2.372, -1.026, 2.438], [1.010, -0.491, 2.512], [2.435, -2.638, 2.781], [3.673, -3.394, 2.695], [1.549, -3.108, 3.843], [3.411, -0.151, 3.374], [4.853, -0.215, 3.218], [2.939, 1.049, 4.057], [3.956, -0.021, -1.153], [5.292, -0.142, -0.601], [3.818, 1.005, -2.183], [0.927, -3.165, -2.374], [2.092, -2.137, -3.228], [0.720, -1.405, -2.371], [2.868, -4.146, -1.116], [3.906, -3.068, -0.184], [3.976, -3.043, -1.957], [4.299, -3.022, 1.887], [3.443, -4.440, 2.485], [4.245, -3.351, 3.630], [0.618, -2.549, 3.824], [2.012, -3.010, 4.832], [1.324, -4.162, 3.669], [5.151, -1.099, 2.659], [5.338, -0.257, 4.196], [5.228, 0.666, 2.686], [1.857, 1.111, 3.993], [3.369, 1.945, 3.598], [3.236, 1.023, 5.108], [5.343, -0.945, 0.131], [5.603, 0.789, -0.114], [6.005, -0.363, -1.399], [2.779, 1.101, -2.488], [4.421, 0.745, -3.056], [4.152, 1.975, -1.804], [-1.694, 1.024, 2.554], [-1.407, -0.046, 1.702], [-1.753, -1.260, 2.315], [-2.155, -0.923, 3.584], [-2.559, -1.752, 4.604], [-2.925, -1.138, 5.803], [-2.885, 0.244, 5.948], [-2.478, 1.074, 4.901], [-2.115, 0.455, 3.728], [-2.590, -2.826, 4.477], [-3.249, -1.750, 6.634], [-3.178, 0.688, 6.890], [-2.445, 2.150, 5.002]]
}



# 5
{
  "formula": "C52H39N4O4PdSTe",
  "method": "ωB97M-V/def2-TZVPD",
  "orbital_gap_ev": 5.05,
  "homo_ev": -9.71,
  "e_tot_ha": -3318.83065,
  "lumo_energy_ev": -4.660,
  "charge": 1,
  "elements": ["Pd", "C", "O", "C", "C", "C", "C", "C", "C", "C", "C", "C", "C", "C", "N", "C", "C", "C", "C", "C", "C", "C", "C", "C", "C", "O", "C", "C", "C", "C", "N", "C", "C", "C", "C", "C", "C", "O", "C", "C", "C", "C", "C", "C", "C", "N", "C", "C", "N", "C", "C", "C", "C", "O", "C", "C", "C", "H", "H", "H", "H", "H", "H", "H", "H", "H", "H", "H", "H", "H", "H", "H", "H", "H", "H", "H", "H", "H", "H", "H", "H", "H", "H", "H", "H", "H", "H", "H", "H", "H", "H", "H", "H", "Te", "C", "C", "C", "C", "S", "H", "H", "H"],
  "coordinates": [[-0.160, 0.036, 0.247], [9.542, -0.835, -1.229], [8.542, -0.599, -2.208], [7.259, -0.509, -1.793], [6.309, -0.280, -2.789], [4.972, -0.184, -2.466], [4.545, -0.309, -1.145], [5.496, -0.536, -0.160], [6.847, -0.633, -0.469], [3.102, -0.210, -0.778], [2.490, 1.036, -0.836], [3.118, 2.218, -1.352], [2.202, 3.210, -1.308], [1.016, 2.663, -0.713], [1.216, 1.337, -0.427], [-0.134, 3.395, -0.446], [-1.256, 2.864, 0.174], [-2.425, 3.626, 0.512], [-3.315, 2.772, 1.062], [-2.701, 1.474, 1.079], [-3.342, 0.319, 1.503], [-4.738, 0.437, 2.018], [-5.824, 0.123, 1.198], [-7.115, 0.215, 1.672], [-7.353, 0.625, 2.985], [-8.650, 0.684, 3.360], [-8.936, 1.101, 4.686], [-6.279, 0.938, 3.813], [-4.983, 0.847, 3.318], [-2.780, -0.947, 1.432], [-1.508, -1.252, 1.013], [-1.400, -2.620, 1.050], [-0.277, -3.362, 0.715], [-0.340, -4.844, 0.856], [-0.357, -5.660, -0.277], [-0.435, -7.031, -0.157], [-0.486, -7.624, 1.106], [-0.559, -8.973, 1.123], [-0.610, -9.618, 2.385], [-0.459, -6.822, 2.243], [-0.388, -5.441, 2.106], [0.912, -2.799, 0.269], [2.101, -3.553, -0.010], [3.047, -2.675, -0.408], [2.450, -1.371, -0.386], [1.153, -1.469, 0.041], [-2.634, -3.184, 1.515], [-3.474, -2.156, 1.766], [-1.435, 1.560, 0.558], [-0.168, 4.831, -0.841], [0.625, 5.773, -0.203], [0.605, 7.110, -0.584], [-0.221, 7.515, -1.628], [-0.316, 8.784, -2.080], [0.479, 9.775, -1.447], [-1.021, 6.573, -2.278], [-0.994, 5.252, -1.885], [10.484, -0.878, -1.767], [9.375, -1.784, -0.715], [9.577, -0.023, -0.499], [6.648, -0.182, -3.812], [4.241, 0.004, -3.242], [5.181, -0.634, 0.872], [7.560, -0.800, 0.324], [4.133, 2.263, -1.709], [2.315, 4.233, -1.623], [-2.535, 4.683, 0.343], [-4.303, 2.983, 1.431], [-5.648, -0.202, 0.179], [-7.963, -0.027, 1.045], [-10.018, 1.086, 4.776], [-8.571, 2.114, 4.868], [-8.500, 0.416, 5.416], [-6.434, 1.246, 4.836], [-4.150, 1.085, 3.968], [-0.322, -5.207, -1.261], [-0.461, -7.671, -1.029], [-0.661, -10.682, 2.175], [-1.497, -9.316, 2.946], [0.286, -9.406, 2.973], [-0.490, -7.255, 3.232], [-0.368, -4.821, 2.995], [2.187, -4.620, 0.102], [4.065, -2.876, -0.698], [-2.819, -4.237, 1.635], [-4.484, -2.195, 2.138], [1.269, 5.465, 0.612], [1.227, 7.818, -0.058], [0.260, 10.706, -1.960], [1.543, 9.547, -1.544], [0.219, 9.873, -0.391], [-1.655, 6.905, -3.089], [-1.619, 4.528, -2.394], [-1.365, -0.473, -2.035], [0.300, -0.562, -3.229], [0.895, 0.463, -3.926], [1.957, 0.017, -4.742], [2.144, -1.337, -4.656], [1.065, -2.068, -3.565], [0.565, 1.490, -3.855], [2.545, 0.661, -5.378], [2.867, -1.932, -5.192]]
}



# 6
{
  "formula": "C6H9O3P",
  "method": "ωB97M-V/def2-TZVPD",
  "orbital_gap_ev": 9.88,
  "homo_ev": -9.42,
  "e_tot_ha": -801.07998,
  "smiles": "CC1=C=CO[P@](C)(=O)OC1",
  "de_lowest_kj_mol": 128.2,
  "lumo_energy_ev": 0.459,
  "charge": 0,
  "elements": ["C", "C", "C", "C", "O", "P", "C", "O", "O", "C", "H", "H", "H", "H", "H", "H", "H", "H", "H"],
  "coordinates": [[0.610, 2.157, -1.966], [0.620, 1.256, -0.791], [1.543, 0.421, -0.523], [1.767, -0.778, -0.125], [0.741, -1.709, -0.208], [-0.728, -1.351, 0.332], [-1.020, -2.287, 1.830], [-1.804, -1.569, -0.662], [-0.678, 0.156, 0.912], [-0.466, 1.365, 0.268], [-0.339, 2.150, -2.558], [1.508, 1.876, -2.537], [0.745, 3.194, -1.545], [2.642, -1.018, 0.446], [-0.598, -3.332, 1.877], [-0.871, -1.786, 2.805], [-2.108, -2.536, 1.742], [-0.130, 2.053, 0.994], [-1.436, 1.737, -0.291]]
}



# 7
{
  "formula": "C2H4N6",
  "method": "ωB97M-V/def2-TZVPD",
  "orbital_gap_ev": 7.78,
  "homo_ev": -9.13,
  "e_tot_ha": -406.96202,
  "smiles": "[H]/N=c1/nncnn1N",
  "de_lowest_kj_mol": 406.7,
  "lumo_energy_ev": -1.348,
  "charge": 0,
  "elements": ["H", "N", "C", "N", "N", "C", "N", "N", "N", "H", "H", "H"],
  "coordinates": [[-0.655, -2.039, -0.733], [-0.339, -1.360, -1.517], [0.184, -0.341, -0.914], [1.025, 0.633, -1.582], [1.111, 1.805, -0.945], [0.712, 1.836, 0.356], [0.061, 0.967, 1.041], [-0.136, -0.159, 0.460], [-1.010, -0.904, 1.085], [0.970, 2.742, 0.824], [-0.330, -1.657, 1.641], [-1.592, -1.522, 0.283]]
}